(P)
Computed, not measured: C4H5N as an isolated structure, with ωB97M-V/def2-TZVPD.

ORCA input file:
```
! wB97M-V def2-TZVPD RIJCOSX def2/J DEFGRID3
* xyz 0 1
C 1.3273 -0.1050 -0.7553
C -0.4889 0.1977 -0.0943
C -1.7242 0.5066 0.1985
C 0.9246 -0.6335 0.5459
N 0.3745 0.6311 -1.1749
H 2.2597 -0.1885 -1.4410
H -2.4008 1.1746 -0.2311
H -2.3543 0.0869 0.9343
H 0.8541 -1.6158 0.6955
H 1.2280 -0.0541 1.3223
*
```

Calculated values
lowest unoccupied orbital energy	1.07	eV
M	67.09	g/mol
HOMO	-9.48	eV
Kohn-Sham gap	10.55	eV

---

(Q)
Computed, not measured: one molecule with the formula C4H5N, with ωB97M-V/def2-TZVPD.

ORCA input file:
```
! wB97M-V def2-TZVPD RIJCOSX def2/J DEFGRID3
* xyz 0 1
C -1.0193 0.6563 -0.0299
C -0.9126 -0.7655 -0.0279
C 0.3979 -1.0784 -0.0178
N 1.1784 0.0565 -0.0067
C 0.2646 1.1541 0.0035
H -1.9783 1.1820 -0.0474
H -1.6522 -1.5120 0.1448
H 0.8822 -2.0309 -0.0116
H 2.2047 0.1586 -0.0582
H 0.6347 2.1792 0.0512
*
```

Calculated values
lowest unoccupied orbital energy	1.10	eV
M	67.09	g/mol
HOMO	-8.34	eV
SMILES string	c1cc[nH]c1
Kohn-Sham gap	9.43	eV

---

Least stable of them? (P).

---

(P)
Computed, not measured: an isolated ion of composition C10H12N and charge +1, with ωB97M-V/def2-TZVPD.

ORCA input file:
```
! wB97M-V def2-TZVPD RIJCOSX def2/J DEFGRID3
* xyz 1 1
C -2.8458 -1.0351 0.4947
C -3.2570 0.2424 0.1190
C -1.5158 -1.2735 0.5011
C -2.3579 1.2159 -0.2158
C -0.5269 -0.2623 0.2645
C -0.0897 1.9578 -0.2745
C 1.6013 0.8382 0.1206
C 0.9717 -0.4846 0.3356
C 2.9899 1.1480 0.0237
C 1.5319 -1.6383 -0.6013
N -0.9984 1.0542 -0.1455
H -3.4657 -1.9641 0.5999
H -4.2984 0.4709 0.0843
H -1.1227 -2.2771 0.6620
H -2.6689 2.2115 -0.3669
H -0.1181 2.7591 -1.0808
H 1.1415 -0.7353 1.4439
H 3.1487 2.2163 -0.0024
H 3.3975 0.4714 -0.7353
H 3.4639 0.7522 1.0246
H 1.4038 -1.3903 -1.6572
H 1.0696 -2.5537 -0.2229
H 2.5454 -1.7234 -0.3712
*
```

Calculated values
lowest unoccupied orbital energy (alpha / beta)	-4.14 / -5.40	eV
M	146.21	g/mol
HOMO (alpha / beta)	-12.25 / -11.68	eV
Kohn-Sham gap (alpha / beta)	8.11 / 6.28	eV

---

(Q)
Computed, not measured: a 2-piece molecular cluster, C10H12N overall, with ωB97M-V/def2-TZVPD.

ORCA input file:
```
! wB97M-V def2-TZVPD RIJCOSX def2/J DEFGRID3
* xyz 1 1
C -3.2142 -0.7389 0.8000
C -3.3178 -1.6589 -0.2566
C -2.3810 0.3589 0.6876
C -2.4259 -1.4700 -1.3117
C -1.5636 0.5613 -0.4125
C 3.0504 -1.3111 -0.4136
C 3.1356 -0.0961 0.2269
C 1.8985 -0.6516 0.0150
C -0.7282 1.7470 -0.4190
C 4.0196 0.8713 0.7210
N -1.5673 -0.4323 -1.3844
H -3.7699 -0.8938 1.7782
H -3.9409 -2.4006 0.0065
H -2.5258 1.0535 1.5493
H -2.2345 -2.0921 -2.1581
H 3.5095 -2.1642 -0.7811
H 0.8448 -0.4158 -0.0112
H 0.1005 1.5961 -1.0039
H -1.3452 2.5569 -0.7256
H -0.5820 2.0772 0.6627
H 4.5238 0.6104 1.6259
H 3.7391 1.8495 0.8308
H 4.7744 1.0432 -0.0262
*
```

Calculated values
lowest unoccupied orbital energy	-4.83	eV
M	146.21	g/mol
HOMO	-12.11	eV
Kohn-Sham gap	7.29	eV

---

Least stable of them? (P).

---

(P)
Computed, not measured: a 4-piece molecular cluster, C2H14NO3 overall, with ωB97M-V/def2-TZVPD.

ORCA input file:
```
! wB97M-V def2-TZVPD RIJCOSX def2/J DEFGRID3
* xyz 2 2
C 0.1009 -1.5158 0.8091
C 0.9659 -0.3117 1.0766
N 0.0900 0.9132 1.3518
H 0.7475 -2.2930 0.4091
H -0.2255 -2.0673 1.7000
H -0.7455 -1.2922 0.1671
H 1.4684 -0.4758 2.0335
H 1.7133 -0.1026 0.3203
H 0.4017 1.8730 1.5143
H -0.4826 0.6926 2.1784
H -0.3997 0.9965 0.4496
H -0.3143 0.4249 -2.3100
H -1.6190 1.0243 -1.8024
O -0.8438 0.5265 -1.5401
H -2.7791 0.3881 3.3052
H -3.3193 1.2421 2.3229
O -2.5256 1.1769 2.8446
H 1.9711 -0.9539 -5.0894
H 3.3646 -0.0978 -5.0664
O 2.4310 -0.1481 -4.6742
*
```

Calculated values
lowest unoccupied orbital energy (alpha / beta)	-8.43 / -15.63	eV
M	100.14	g/mol
HOMO (alpha / beta)	-17.47 / -17.47	eV
Kohn-Sham gap (alpha / beta)	9.05 / 1.84	eV

---

(Q)
Computed, not measured: a 4-piece molecular cluster, C2H14NO3 overall, with ωB97M-V/def2-TZVPD.

ORCA input file:
```
! wB97M-V def2-TZVPD RIJCOSX def2/J DEFGRID3
* xyz 2 2
C 0.5973 -0.7837 2.4932
C -0.2582 -0.0168 1.5111
N 0.6932 0.6680 0.5259
H -0.0348 -1.1613 3.3012
H 1.0625 -1.6832 2.0676
H 1.4522 -0.3117 2.9638
H -0.7180 -0.8014 0.9034
H -0.9838 0.6915 1.8884
H 1.3702 0.0001 0.1519
H 1.3131 1.2937 1.0433
H 0.1718 1.0675 -0.2533
H -4.1051 0.2010 -3.4317
H -2.7833 0.8738 -3.3335
O -3.4877 0.5316 -2.7496
H -2.6006 0.8665 0.2163
H -2.2245 0.5686 -1.2717
O -1.8668 0.8330 -0.4103
H 4.3246 -0.5948 -2.5484
H 4.0406 -1.6057 -1.4574
O 4.0371 -0.6367 -1.6103
*
```

Calculated values
lowest unoccupied orbital energy (alpha / beta)	-6.65 / -15.51	eV
M	100.14	g/mol
HOMO (alpha / beta)	-19.58 / -17.59	eV
Kohn-Sham gap (alpha / beta)	12.93 / 2.08	eV

---

Least stable of them? (Q).

---

(P)
Computed, not measured: a 6-piece molecular cluster, C18H18F6O18 overall, with ωB97M-V/def2-TZVPD.

ORCA input file:
```
! wB97M-V def2-TZVPD RIJCOSX def2/J DEFGRID3
* xyz 0 1
O -16.7252 2.2357 -8.2294
C -15.6803 1.7445 -7.9662
O -15.2604 0.5198 -8.3267
C -14.1363 0.1995 -7.5441
C -13.5438 1.5310 -7.1822
F -12.6575 1.9681 -8.1467
O -14.6733 2.4131 -7.3022
H -14.5388 -0.2867 -6.6407
H -13.5075 -0.5522 -8.0160
H -13.0108 1.5799 -6.2344
O -19.9887 4.2464 -7.1761
C -21.1612 4.4208 -7.2396
O -21.9988 3.8089 -6.3770
C -23.3075 4.3358 -6.4750
C -23.1638 5.4231 -7.5642
F -23.5858 6.6186 -7.0458
O -21.7746 5.5180 -7.7603
H -24.0211 3.5852 -6.8101
H -23.6474 4.8308 -5.5691
H -23.6606 5.2275 -8.5144
O -18.7030 10.9099 -5.0435
C -19.6910 10.3251 -5.3444
O -20.9503 10.5412 -4.9544
C -21.6581 9.3161 -5.0587
C -20.9146 8.6276 -6.2015
F -21.5101 8.8171 -7.4024
O -19.6524 9.2416 -6.1668
H -21.6419 8.7497 -4.1229
H -22.7117 9.5406 -5.2152
H -20.8031 7.5522 -6.0673
O -12.1916 7.0409 -10.4218
C -12.1715 6.6885 -9.2881
O -12.6057 5.4869 -8.8338
C -12.3822 5.4222 -7.4349
C -12.3709 6.9386 -7.0813
F -11.5921 7.2392 -6.0151
O -11.6366 7.3479 -8.2529
H -13.2441 5.0114 -6.9051
H -11.4410 4.9548 -7.1601
H -13.3255 7.4585 -7.0423
O -20.0791 9.8852 -9.9933
C -19.1369 10.4004 -9.4869
O -17.9518 10.5151 -10.0368
C -17.1178 11.2466 -9.1298
C -18.1214 12.0887 -8.3084
F -18.4523 13.1989 -9.0182
O -19.1904 11.1535 -8.3502
H -16.5833 10.5415 -8.4876
H -16.3272 11.6881 -9.7327
H -17.9375 12.2430 -7.2506
O -14.9728 8.5518 -8.4458
C -15.7135 7.6854 -8.0818
O -15.6252 6.4062 -8.5251
C -16.8049 5.7356 -8.1040
C -17.4148 6.6301 -7.0238
F -16.8613 6.1013 -5.8375
O -16.7482 7.8349 -7.2591
H -17.6044 5.6840 -8.8596
H -16.6866 4.6944 -7.8247
H -18.4879 6.7108 -6.9073
*
```

Calculated values
lowest unoccupied orbital energy	0.14	eV
M	636.31	g/mol
HOMO	-10.78	eV
SMILES string	O=C1OC[C@@H](F)O1.O=C1OC[C@@H](F)O1.O=C1OC[C@@H](F)O1.O=C1OC[C@@H](F)O1.O=C1OC[C@@H](F)O1.O=C1OC[C@@H](F)O1
Kohn-Sham gap	10.92	eV

---

(Q)
Computed, not measured: a 6-piece molecular cluster, C18H18F6O18 overall, with ωB97M-V/def2-TZVPD.

ORCA input file:
```
! wB97M-V def2-TZVPD RIJCOSX def2/J DEFGRID3
* xyz 0 1
O -9.3575 -17.0948 4.7772
C -9.6269 -16.4903 3.7174
O -10.1212 -17.0824 2.6025
C -10.0887 -16.0882 1.5915
C -9.9282 -14.7867 2.2983
F -11.1378 -14.2416 2.4010
O -9.4371 -15.2163 3.5134
H -9.0737 -16.2268 1.2189
H -10.7618 -16.1061 0.7343
H -9.2674 -14.0490 1.8432
O -9.4749 -21.1270 8.0282
C -9.3475 -20.4557 9.0760
O -10.0388 -19.2938 9.3583
C -9.7875 -18.9286 10.7158
C -8.4070 -19.4653 10.8527
F -8.3776 -19.9766 12.0592
O -8.2979 -20.5866 9.9718
H -9.9077 -17.8456 10.6871
H -10.4457 -19.3702 11.4641
H -7.6968 -18.6724 10.6184
O -12.1154 -14.2749 5.9663
C -13.3559 -14.4106 5.6573
O -13.7715 -15.1865 4.6251
C -15.1619 -15.2217 4.6874
C -15.4170 -13.8587 5.2415
F -16.5889 -13.7717 5.9023
O -14.3425 -13.7767 6.1312
H -15.7330 -15.4066 3.7776
H -15.5446 -15.8842 5.4638
H -15.4022 -13.0410 4.5209
O -5.4981 -21.7958 3.6552
C -5.6565 -21.0381 4.5731
O -5.1916 -19.8663 4.6549
C -5.4791 -19.2425 5.8641
C -6.7067 -20.0239 6.3583
F -7.8412 -19.4574 5.9415
O -6.4012 -21.2997 5.6938
H -4.5611 -19.4193 6.4245
H -5.6324 -18.1637 5.8916
H -6.7325 -20.0052 7.4479
O -6.8388 -16.7242 11.4309
C -6.4088 -15.6609 11.0794
O -7.2373 -14.5821 10.7771
C -6.3502 -13.4863 10.3506
C -5.2272 -14.3291 9.7811
F -4.1503 -13.6046 9.6537
O -5.1591 -15.2914 10.7953
H -6.9234 -12.8382 9.6876
H -6.0272 -13.0053 11.2739
H -5.4060 -14.7865 8.8080
O -7.0142 -17.2975 7.8551
C -7.9660 -16.4988 7.8440
O -9.2684 -16.7339 7.9796
C -9.9745 -15.4817 8.0945
C -9.0725 -14.6300 7.2867
F -9.0848 -13.4380 7.8912
O -7.7549 -15.2007 7.6089
H -11.0248 -15.4867 7.8030
H -9.9548 -15.1272 9.1251
H -9.4043 -14.4756 6.2600
*
```

Calculated values
lowest unoccupied orbital energy	0.20	eV
M	636.31	g/mol
HOMO	-10.36	eV
SMILES string	O=C1OC[C@@H](F)O1.O=C1OC[C@@H](F)O1.O=C1OC[C@@H](F)O1.O=C1OC[C@@H](F)O1.O=C1OC[C@@H](F)O1.O=C1OC[C@@H](F)O1
Kohn-Sham gap	10.56	eV

---

Least stable of them? (Q).